(1)
The following is a DFT calculation (ωB97M-V with the def2-TZVPD basis set) of a cluster of 14 separate species, C6H40NO14 in total in a non-equilibrium geometry.

energy relative to the best compared isomer or geometry (same formula, charge and spin): 87.44 kcal per mole
multiplicity: 1
M: 350.38 g/mol
net charge: -1
LUMO: 2.673 eV
HOMO level: -6.6 eV

The geometry in XYZ format:
```
61
Properties=species:S:1:pos:R:3:forces:R:3
C -0.0035 -0.0165 -2.7070 1.1 0.3 -0.6
O 1.4036 0.1153 -2.2970 -1.5 0.1 0.6
C -0.6903 -1.1909 -2.0227 0.7 1.1 0.0
C -2.1667 -0.8588 -1.7287 -0.2 -2.3 -0.9
C -2.7002 -1.5034 -0.4310 -0.3 0.3 -0.7
C -2.1297 -2.8639 -0.0035 -0.3 -0.2 1.2
N -1.6313 -2.8404 1.3957 -0.7 1.4 -1.0
C -0.4845 -1.9304 1.5329 1.1 -2.2 1.3
H 0.0595 -0.1102 -3.7876 -0.2 -0.3 0.0
H -0.4539 0.9558 -2.5271 -0.4 -0.1 0.4
H -0.0764 -1.4780 -1.1624 -0.4 0.6 0.5
H -0.5049 -2.0893 -2.6158 -0.7 0.0 -0.3
H -2.5468 0.1502 -1.8765 0.9 0.5 0.6
H -2.6973 -1.3350 -2.5707 -0.1 -0.2 0.2
H -2.5840 -0.7861 0.3830 -0.3 -0.1 0.1
H -3.7556 -1.6538 -0.6740 -0.1 0.2 0.7
H -2.9733 -3.5557 0.0825 0.3 -0.2 -0.7
H -1.3471 -3.2144 -0.6790 -0.2 -0.2 -0.3
H -1.4074 -3.7841 1.7051 0.1 0.4 -0.1
H -0.4932 -0.9785 1.0228 -0.5 -0.1 -0.3
H -0.3669 -1.7725 2.6034 0.2 0.4 -0.1
H 0.4109 -2.4971 1.2276 0.2 0.6 -0.3
H 1.2074 -4.6260 -0.1892 0.7 0.3 -0.5
H 2.4802 -4.1916 -1.0292 -0.2 0.4 0.4
O 1.5658 -4.4863 -1.0822 -0.7 -0.7 0.1
H 2.0562 -1.3242 -1.4181 0.5 -0.3 0.2
H 3.4843 1.3267 -0.4970 0.3 -0.2 -0.5
O 2.8044 -1.8348 -1.0641 0.2 -0.5 -0.3
H 1.8663 0.9098 -4.5642 0.2 -0.1 0.4
H 2.5502 -0.3105 -3.8680 -0.4 0.5 -0.1
O 2.2202 0.0286 -4.7115 0.5 -0.3 -1.0
H -2.0444 4.0314 -0.8910 0.3 -0.8 -0.3
H -1.1750 2.7341 -0.9581 -0.6 -0.1 0.2
O -1.6316 3.3927 -1.5083 0.1 1.0 -0.1
H -3.6614 0.3989 3.2711 0.3 -1.0 0.1
H -2.6686 1.5171 3.7102 -0.1 -0.7 -0.1
O -3.5852 1.3084 3.4926 -0.5 2.2 0.0
H -2.6329 2.8180 2.0214 0.1 -0.5 0.0
H -1.4007 3.1909 1.1095 -0.4 -0.7 0.5
O -2.2232 3.5110 1.5062 -0.1 1.4 -0.1
H -1.4004 0.8962 0.7929 -0.9 0.4 0.0
H 0.0531 1.1005 0.4876 -0.7 2.1 -0.5
O -0.8986 1.5247 0.2703 1.4 -1.8 -0.4
H -1.2602 -0.2103 4.2494 -0.4 -0.2 -1.1
H -2.2032 -0.7992 3.0853 0.9 0.1 0.5
O -1.9617 -0.8503 4.0246 -0.3 -0.6 0.7
H -0.0986 1.9461 3.4126 -0.3 -0.3 -0.2
H 0.2700 1.0030 2.2596 -0.1 0.3 0.6
O -0.4493 1.1537 2.9721 0.6 0.3 0.5
H 1.2619 0.3701 -1.3753 0.6 0.3 0.3
H 2.0383 1.7776 1.3150 -0.7 -0.3 0.0
O 1.3463 1.1215 1.1207 1.2 -0.5 -0.2
H 2.9422 -1.6133 -0.1241 -0.1 0.3 -0.1
H 2.5075 -0.2426 1.2914 0.3 0.8 -0.2
O 3.4015 -0.6418 1.2848 0.4 -1.0 0.6
H 1.2712 3.1228 -0.3893 0.7 -0.8 0.7
H 0.7704 4.2299 -1.0498 0.7 0.8 -0.1
O 1.6154 3.9964 -0.6045 -1.6 -0.2 -0.6
H 4.0124 -0.1296 0.7249 -0.6 0.1 0.1
H 4.3241 0.4925 -1.5302 -0.3 0.2 0.5
O 4.3790 1.0088 -0.7088 0.1 0.2 -0.1
```
Positions in Å, forces in eV/Å.

(2)
The following is a DFT calculation (ωB97M-V with the def2-TZVPD basis set) of a cluster of 13 separate species, C6H41N2O12 in total in a non-equilibrium geometry.

energy relative to the best compared isomer or geometry (same formula, charge and spin): 52.00 kcal per mole
multiplicity: 1
M: 333.40 g/mol
net charge: +1
LUMO: -2.329 eV
HOMO level: -12.6 eV

The geometry in XYZ format:
```
61
Properties=species:S:1:pos:R:3:forces:R:3
C 1.6290 4.2479 0.3401 2.1 -0.3 0.4
C 1.4844 2.7343 0.5420 -0.9 0.4 0.5
C 0.0956 2.3489 1.1821 1.5 -1.2 -1.3
C -0.4551 1.1523 0.3495 -0.8 2.3 0.4
C 0.5709 0.0557 0.1441 -1.5 -0.9 0.1
C -0.1618 -1.2236 -0.3172 0.4 1.8 0.6
N -0.2726 -1.2823 -1.7845 -1.8 -1.5 -0.3
N 2.5282 2.0624 1.3420 0.0 0.0 -1.0
H 1.3326 4.4844 -0.6792 -0.8 0.6 0.4
H 1.3340 4.8656 1.1880 -1.0 0.0 -0.4
H 2.6983 4.5236 0.3330 0.0 -0.4 -0.3
H 1.4659 2.3338 -0.4698 0.3 -0.2 0.0
H 0.3100 1.9466 2.1702 -0.4 0.6 0.5
H -0.5296 3.2325 1.1338 -0.4 -0.1 0.4
H -0.7969 1.6767 -0.5551 0.5 -0.7 -0.6
H -1.4233 0.8361 0.7309 0.2 -0.6 0.6
H 1.2918 0.4540 -0.5534 0.5 -0.6 -0.1
H 1.0142 -0.2939 1.0765 0.3 0.7 0.2
H 0.2442 -2.0787 0.2074 0.3 -0.5 -0.9
H -1.1752 -1.1078 0.0472 -0.1 -0.3 -0.1
H 0.5102 -1.6546 -2.3337 0.7 0.6 0.3
H -0.6334 -0.4171 -2.1857 0.2 0.2 0.1
H -0.9996 -2.0140 -1.9210 -0.1 0.3 -0.4
H 3.4242 2.5153 1.2268 0.1 0.3 0.2
H 2.2432 2.1145 2.3005 0.3 0.0 0.6
H -3.3225 -1.0594 -0.2298 0.0 -0.3 -0.9
H -3.6170 -1.0470 -1.8093 -0.8 -0.6 -0.4
O -3.1818 -0.6098 -1.0976 0.7 1.2 1.0
H -0.3274 -2.5975 3.0157 0.2 0.0 0.1
H 0.7234 -3.3573 2.2081 1.2 -0.2 0.1
O -0.1835 -3.1028 2.2121 -1.4 0.2 -0.2
H 2.8222 -2.0319 -3.0933 0.6 -0.1 -0.1
H 2.3392 -2.2600 -1.5937 0.5 0.1 0.1
O 2.0795 -2.0477 -2.5011 -0.4 -0.2 0.0
H -2.6359 -2.7613 1.3868 -0.2 -0.3 0.9
H -4.2382 -2.5579 1.0830 -0.1 -0.5 1.1
O -3.3326 -2.4312 0.8298 0.2 0.6 -1.8
H -1.7160 -0.2796 3.4500 0.1 0.4 0.1
H -2.7013 0.5654 2.5863 -0.2 0.5 0.0
O -2.5059 -0.3109 2.9088 0.0 -0.9 0.0
H 3.4454 0.6382 0.2321 0.2 0.5 -0.1
H 4.6072 0.2338 -0.8073 0.6 0.4 0.2
O 3.7173 0.0773 -0.5177 -1.0 -0.6 0.1
H 3.2897 -0.8067 2.5536 0.1 0.0 0.1
H 3.1886 -1.1386 4.0555 0.1 0.1 0.0
O 2.7134 -1.1853 3.2213 -0.3 0.0 0.1
H -4.3730 1.0101 0.3215 0.0 0.0 0.0
H -3.4774 2.1476 0.7136 0.3 0.4 -0.1
O -4.2103 1.6321 1.0419 -0.1 -0.3 0.1
H 0.4808 2.7414 -3.1328 0.3 0.5 0.0
H 1.7127 1.7195 -2.7703 0.2 0.8 -0.2
O 0.7907 1.8542 -2.9881 -0.5 -1.7 0.2
H -2.2872 3.0973 -2.4474 -1.1 -1.0 0.3
H -1.2914 4.0995 -2.5527 0.3 0.2 -0.6
O -1.6390 3.3631 -3.0805 0.8 1.0 0.3
H -2.9144 -3.2094 -1.7430 -0.1 0.0 0.1
H -1.7873 -4.1919 -1.5374 0.1 0.0 -0.1
O -2.0522 -3.4499 -2.0953 0.0 -0.2 0.1
H 3.2818 -3.1170 0.3070 1.0 0.4 0.0
H 3.0386 -1.4772 0.3947 1.3 0.1 -0.6
O 2.7131 -2.3710 0.4697 -2.1 -0.8 0.1
```
Positions in Å, forces in eV/Å.

(3)
The following is a DFT calculation (ωB97M-V with the def2-TZVPD basis set) of a cluster of 16 separate species, C6H42O15 in total in a non-equilibrium geometry.

energy relative to the best compared isomer or geometry (same formula, charge and spin): 110.62 kcal per mole
multiplicity: 1
M: 354.39 g/mol
net charge: 0
LUMO: -0.200 eV
HOMO level: -9.2 eV

The geometry in XYZ format:
```
63
Properties=species:S:1:pos:R:3:forces:R:3
C -0.5505 0.7837 -1.1581 2.9 0.6 -1.1
C -1.2293 0.4032 0.0810 -1.9 -2.6 1.5
C -2.1354 1.4529 0.6151 0.3 5.2 -0.8
C -1.6415 2.7387 0.3981 -1.4 -3.1 0.5
C -3.5767 1.3777 1.1252 2.1 -4.2 0.9
C -4.3034 0.3755 0.1520 -1.8 1.9 1.7
H 0.4442 1.2443 -0.9816 -0.6 0.4 0.6
H -1.1054 1.5715 -1.7456 0.4 -1.6 0.0
H -0.1438 -0.1582 -1.5995 -1.1 1.3 -0.5
H -1.7604 -0.5750 -0.2048 0.3 1.2 1.0
H -0.5727 0.1792 0.9427 0.1 -0.3 -0.6
H -0.7690 2.9751 -0.1632 0.6 -0.1 0.2
H -2.2571 3.5331 0.6821 -0.7 1.3 0.5
H -4.0619 2.3056 1.2817 -0.1 1.0 -0.2
H -3.5453 0.8274 2.1408 -0.1 1.4 -2.0
H -3.5934 0.1522 -0.6702 -1.3 -0.3 0.3
H -5.2901 0.9911 -0.0808 1.8 -1.9 -0.3
H -4.5700 -0.4694 0.8450 0.1 0.3 -1.6
H 2.2078 -4.6402 -2.1385 -1.9 -1.8 -2.9
H 3.0986 -3.5411 -1.7987 -0.2 -1.2 1.4
O 2.5876 -4.3272 -1.3794 2.0 2.9 1.8
H -0.2879 -2.1321 -1.8987 -1.1 0.7 -0.7
H -1.0529 -1.1106 -3.0311 -1.2 0.3 1.0
O -0.3815 -1.7221 -2.7787 1.3 -1.7 -0.5
H 4.5712 -2.3726 1.6540 0.1 0.2 0.1
H 3.7627 -2.7061 2.8626 -0.3 0.1 0.2
O 4.2776 -1.9825 2.4912 0.4 -0.5 -0.3
H -3.2966 1.6588 -2.5202 -2.8 -0.4 -0.5
H -4.7689 1.2010 -2.0512 0.6 0.2 -0.3
O -4.2692 1.5151 -2.8245 2.3 0.3 0.6
H 2.2511 1.9679 1.3898 0.5 -0.3 -0.4
H 1.1638 2.9298 1.5778 0.0 0.4 -0.4
O 1.8927 2.7647 0.9596 -0.5 -0.3 0.6
H 3.7873 -1.4060 -1.7046 1.5 -1.4 0.0
H 3.4050 -2.0112 -2.9271 2.0 -1.5 1.0
O 4.1117 -2.2362 -2.1878 -3.0 2.6 -1.5
H 2.2424 2.1647 -3.5511 -1.1 -1.9 0.8
H 1.2814 1.9781 -2.4006 -0.4 -0.2 -0.2
O 1.7281 1.4309 -3.0614 1.5 2.2 -0.9
H 2.6801 0.6881 -1.2313 0.0 0.8 -0.4
H 2.0896 -0.6727 -1.2608 -3.3 -1.8 -1.4
O 2.8278 -0.2223 -1.0010 2.8 1.1 1.3
H 0.8042 -1.1142 3.3856 2.8 -4.6 -2.6
H 0.6631 0.3329 3.2089 0.3 0.3 -0.4
O 0.4261 -0.4113 3.7522 -2.6 4.4 2.6
H 0.1303 3.6008 -1.6295 -0.3 0.5 0.0
H -1.0147 4.3679 -2.3605 0.2 -0.1 0.2
O -0.2107 3.8532 -2.4962 0.3 -0.2 -0.3
H 1.0735 -4.0399 1.3756 0.3 0.3 -0.6
H 1.6406 -2.8209 0.5273 0.0 -0.8 0.0
O 1.4584 -3.1534 1.4151 -0.2 0.3 0.6
H 2.0586 -0.7391 -3.5945 -0.2 -2.9 -1.1
H 0.9656 -1.6829 -3.8967 -2.3 -0.6 0.1
O 1.8917 -1.7479 -3.8693 3.3 3.9 0.7
H -3.6335 -0.3297 4.1242 1.4 3.6 -0.9
H -2.9521 1.0266 4.6856 -0.5 -0.6 -1.2
O -3.3179 0.6629 3.8345 -0.8 -3.2 3.2
H -1.1817 -1.7469 4.1153 -0.6 0.6 1.6
H -1.1273 -0.7937 5.3415 0.0 -0.6 -0.5
O -1.5774 -1.5927 5.0156 0.1 -0.3 -0.8
H 2.5893 -0.2689 0.6306 0.8 0.7 2.3
H 3.3805 -0.3678 1.9879 3.4 -2.4 1.8
O 2.6858 0.0403 1.5986 -4.5 2.3 -3.4
```
Positions in Å, forces in eV/Å.